A cluster of 10 separate species, C13H46N2O16 in total, computed with ωB97M-V with the def2-TZVPD basis set.

Last column: Löwdin charge in e.
Element x y z (Å)
H: 4.1976 0.7650 2.9892  0.118
H: -1.8688 -2.1865 -4.3491  0.120
H: -1.9534 0.8994 -1.8384  0.043
H: 3.5870 -1.8941 -0.9902  0.025
H: 0.2267 -4.0863 0.4946  0.111
H: 1.5966 2.3747 0.2191  0.025
C: 3.4114 -1.2865 -2.7949  -0.291
H: -1.2750 1.2770 3.6926  0.127
C: -1.3934 -2.7699 -3.5606  -0.231
H: 3.4513 1.1560 -4.3604  0.103
C: -0.3391 0.7204 3.7415  -0.289
O: -4.3234 0.0573 1.4162  -0.063
H: -0.9804 2.7662 -0.2816  0.095
H: 3.9757 0.6758 -2.3798  0.136
H: -1.7271 -1.7044 1.1339  -0.004
N: 2.3024 -4.2802 1.3839  0.188
C: -1.4996 4.9215 0.2112  -0.225
H: 0.7191 0.5749 -3.5813  0.017
H: -0.1419 0.3282 2.7438  0.114
O: -3.6559 -2.9936 -2.7127  -0.034
H: 2.5776 2.3966 2.4734  0.104
C: 2.9029 1.7821 1.6339  -0.148
C: 3.5083 0.5241 2.1799  -0.220
H: -0.4374 0.2497 6.3563  0.065
C: -0.3720 -0.4619 4.5709  -0.225
H: -3.7698 2.1382 -0.7393  0.110
O: 2.7192 0.6388 -4.0166  -0.060
H: -4.8114 -0.3841 -0.5925  0.126
C: -3.3679 1.1443 -0.5424  -0.275
H: 0.6469 -0.7360 4.8447  0.131
H: -0.8301 5.7245 0.5193  0.114
H: -2.9903 -0.9940 1.5715  -0.027
H: -2.5276 1.3402 0.1237  0.107
O: 4.2506 -0.2675 1.2192  -0.088
H: -4.7730 0.5892 2.0769  0.116
H: 0.2895 -2.4015 -0.1002  0.071
H: -0.5944 -3.9928 -4.8106  0.082
C: -4.5602 0.4194 0.0999  -0.210
H: 0.6050 3.9456 -1.2973  0.101
N: 0.6397 -3.1652 0.4604  0.197
O: -2.8416 0.5826 -1.6588  -0.035
O: 1.8129 1.5282 0.6171  -0.112
H: -0.5422 -2.1210 -3.3540  0.093
H: -2.6024 5.7106 -1.0661  0.087
H: 2.8588 -0.2956 2.4869  0.116
O: -1.8785 5.0843 -1.1390  -0.050
H: -2.2066 4.8056 1.0327  0.114
C: 1.9469 -3.2074 0.7890  -0.704
C: -0.5807 3.6306 0.2486  -0.220
H: 3.6480 2.3519 1.0787  0.121
O: -0.0053 -0.3407 -0.4152  -0.045
O: -0.1396 0.7368 -3.1904  -0.026
H: -0.3985 3.2570 1.2563  0.122
O: 0.6487 3.9498 -0.3384  -0.071
H: 0.7273 0.1931 -0.1075  -0.002
H: 0.5304 1.7405 5.1161  0.075
H: 2.3055 0.4338 -2.0995  0.100
H: -2.1193 -3.6877 -1.7307  0.118
O: -1.0124 -4.0756 -3.9504  -0.055
H: 2.4260 -1.7490 -2.7384  0.119
H: -0.2623 1.6832 -3.2643  0.056
H: -5.4454 1.0554 0.1122  0.120
H: -4.1439 -3.2919 -1.9416  0.093
H: -0.3061 0.1000 -1.2100  -0.016
O: 0.6455 1.6391 4.1684  -0.061
C: 3.1079 0.1529 -2.7817  -0.289
O: -1.1183 -0.0977 5.7755  -0.065
H: -2.1254 -1.9013 -1.7923  0.089
H: 3.2731 -4.4988 1.5573  0.138
H: 3.7249 -1.4986 -3.8170  0.127
C: -2.3599 -2.8152 -2.3381  -0.282
H: 1.6034 -4.8338 1.8581  0.122
O: -2.3367 -1.6274 1.8678  -0.052
H: -0.8914 -1.1950 3.9537  0.108
O: 4.1597 -1.7513 -1.7473  -0.025
H: 3.7116 -1.0540 1.1082  0.005
O: 2.7700 -2.3978 0.4464  0.028

Calculated values
energy above the lowest of the compared OMol25 structures with the same formula, charge and spin: 8.2 kcal per mole
HOMO: -9.3 eV
LUMO: 0.2 eV
strongest force on any atom: 5.60 eV/Å
SMILES: NC(N)=O.OCCO.OCCO.OCCO.OCCO.OCCO.OCCO.O.O.O

---

A cluster of 7 separate species, C51H46F6O3 in total, computed with ωB97M-V with the def2-TZVPD basis set.

Last column: Löwdin charge in e.
Element x y z (Å)
C: 0.9353 -2.2594 -0.2279  -0.288
C: -7.4997 -3.8391 -4.9761  -0.079
H: -3.3552 -2.7854 -3.4783  0.120
C: -2.0680 -1.1438 -2.9296  -0.078
F: -5.5329 -1.4576 -3.9134  0.042
C: 4.4997 4.6662 -4.3529  -0.079
H: 0.5238 -0.6332 3.2211  0.089
C: -7.0342 1.2196 1.4538  -0.084
C: -3.4838 -5.9419 2.8503  -0.095
H: 4.4649 2.5557 -3.9082  0.119
H: -1.1899 -2.4446 -0.2664  0.098
H: -1.4652 -1.4067 1.9752  0.109
C: 3.7948 3.9474 2.7113  -0.037
H: 2.7818 -0.9067 2.2469  0.095
H: -7.3505 0.1574 3.3043  0.117
C: 2.4956 4.4809 3.2834  -0.374
H: -6.3489 -0.2488 -1.5191  0.084
H: -7.6285 -6.3511 -2.7083  0.103
H: 6.2259 3.5335 4.1031  0.089
C: -4.3634 -0.9036 -3.5250  -0.294
H: 7.2669 2.7701 1.8864  0.097
O: 1.6777 3.4513 3.6747  0.165
H: 5.4772 1.3145 4.4416  0.131
C: -3.2676 -1.7171 -3.3260  -0.008
H: 8.4860 3.5816 5.3424  0.070
C: -2.6079 -5.1137 0.3736  -0.289
C: 5.5785 1.0329 3.3973  -0.045
C: -6.5627 -0.1544 -0.4633  -0.074
C: -0.4774 -1.5246 1.5491  -0.069
H: -1.4270 -5.8113 3.4503  0.106
C: 4.7594 1.6146 2.4495  -0.190
H: 7.1548 5.0271 3.8934  0.108
H: -5.1767 1.0695 -3.5014  0.118
H: -7.1159 -2.8355 -5.0935  0.089
H: 7.3825 -1.0505 1.4417  0.109
H: -8.9002 -7.4142 -4.5622  0.116
F: 1.0780 -2.8315 -1.4435  0.048
C: 4.3890 5.9476 -3.8298  -0.093
C: 4.9130 1.1944 1.1518  -0.053
C: -7.7914 -5.8139 -3.6334  -0.084
C: -1.9832 0.2277 -2.7279  -0.086
H: -6.7467 -4.0574 -2.9802  0.092
C: 5.8468 0.2593 0.7846  -0.070
C: -6.9258 -1.1534 1.6730  -0.288
C: 6.6510 -0.3108 1.7467  -0.078
C: 4.3744 3.5625 -3.5217  -0.013
C: -6.6431 -1.2905 0.3287  -0.011
C: -7.1259 0.0857 2.2482  -0.019
H: -0.6425 -5.0796 1.2098  0.117
H: 9.2712 3.8230 3.7493  0.073
C: 5.9647 4.4092 1.3578  -0.167
H: 5.1261 5.5594 3.0557  0.128
C: 1.9104 -1.2479 1.7034  -0.077
C: 3.7370 2.6089 2.8275  -0.005
C: -0.3302 -2.1083 0.2985  -0.035
C: 4.1298 3.7612 -2.1785  -0.273
H: 3.0389 -1.9791 0.0163  0.112
H: 4.0638 7.1252 -2.0656  0.108
F: 4.0029 2.6873 -1.3669  0.038
C: -8.1972 -4.4392 -6.0146  -0.015
C: 0.6407 -1.0919 2.2502  -0.090
H: -5.4421 -5.9786 1.9739  0.105
H: 5.9089 -0.0014 -0.2660  0.113
C: -3.0990 1.0297 -2.9274  -0.077
C: -3.9535 -5.3558 0.5650  -0.019
H: 8.1041 4.2901 1.7359  0.111
C: 4.1469 6.1271 -2.4748  -0.074
H: -3.8276 -6.2671 3.8235  0.101
C: 6.5044 0.0863 3.0534  -0.085
C: -2.1344 -5.6881 2.6411  -0.078
C: 7.1262 3.9520 3.6539  -0.267
H: -1.0476 0.6714 -2.4128  0.104
C: -4.3913 -5.7778 1.8124  -0.082
O: 2.2652 5.6568 3.3885  0.165
C: -8.6888 -5.7181 -5.8419  -0.290
C: 4.8023 4.9429 2.2111  -0.124
O: 1.9922 1.1993 3.7358  0.161
H: 7.1479 -0.3841 3.7893  0.113
H: -6.6872 1.9857 -0.5200  0.100
H: 6.3323 5.2627 0.7737  0.110
C: 2.0594 -1.8407 0.4566  -0.016
H: 4.2351 5.6377 1.5762  0.114
H: 4.6844 4.5259 -5.4095  0.106
F: -9.3709 -6.3009 -6.8464  0.056
H: -7.1804 2.1974 1.8935  0.104
F: -2.1798 -4.7082 -0.8398  0.047
C: 7.1878 3.8403 2.1287  -0.190
H: -4.6466 -5.2143 -0.2545  0.111
C: 8.4216 3.3767 4.2729  -0.096
H: -6.4882 -2.2770 -0.0891  0.112
C: 4.0107 5.0266 -1.6413  -0.017
H: -8.3604 -3.9236 -6.9519  0.117
C: 2.4019 2.2900 3.4449  -0.337
H: 8.4151 2.2990 4.0749  0.062
C: -8.4984 -6.4147 -4.6651  -0.021
H: -1.1983 -1.7698 -2.7762  0.098
H: 3.8129 5.1451 -0.5840  0.101
H: 4.4911 6.8067 -4.4798  0.102
C: -6.7551 1.1003 0.0990  -0.093
H: 4.2722 1.6224 0.3744  0.108
H: 5.5542 3.7208 0.6156  0.085
H: -3.0367 2.0975 -2.7651  0.105
F: -7.0087 -2.2560 2.4423  0.055
C: -1.6910 -5.2756 1.3935  -0.021
C: -4.2970 0.4607 -3.3342  -0.035
C: -7.2947 -4.5264 -3.7876  -0.095

Calculated values
HOMO: -9.0 eV
LUMO: -0.6 eV
strongest force on any atom: 1.93 eV/Å
SMILES: CCCCCC1=C(c2ccccc2)C(=O)OC1=O.Fc1ccccc1.Fc1ccccc1.Fc1ccccc1.Fc1ccccc1.Fc1ccccc1.Fc1ccccc1

---

The molecule C12H17NO2, computed with ωB97M-V with the def2-TZVPD basis set.

Last column: Löwdin charge in e.
Element x y z (Å)
H: 3.4120 1.0239 -2.6397  0.105
H: 1.3442 -0.2469 -2.1373  0.067
C: 3.4473 0.3402 -1.7864  -0.215
H: -2.1635 -0.1027 -0.9080  0.120
H: 3.7016 2.1424 -0.6439  0.111
H: 4.0404 0.6807 0.3028  0.116
H: 4.3922 -0.2108 -1.8304  0.101
H: 2.2396 -1.3653 -1.1282  0.071
H: -1.7599 -2.4466 1.9186  0.069
H: -3.0816 -1.8670 -0.2169  0.098
H: -2.5493 0.1293 1.9839  0.104
H: -0.9270 2.2158 -1.5791  0.131
H: 1.9646 -0.4602 1.3480  0.135
H: -3.3352 -2.2207 2.8062  0.075
C: 1.0341 2.2967 -0.4871  -0.342
C: 3.3624 1.1238 -0.4283  -0.126
C: -0.0363 0.6089 1.2877  -0.305
C: 1.9400 1.1983 0.0562  -0.189
H: 2.5084 -1.3277 -2.8742  0.072
C: -0.3866 1.8533 -0.7123  0.054
C: 1.4102 0.3558 0.8984  0.040
C: -2.9992 -0.0100 1.0006  -0.196
O: -0.3278 0.5392 2.4423  0.123
H: -4.4871 -1.5768 0.7880  0.098
C: -2.8516 -2.4493 1.8527  -0.114
C: -0.9328 1.0088 0.1415  -0.193
H: -3.9587 0.5262 1.0292  0.107
O: 1.4338 3.3836 -0.7370  0.138
C: 2.3328 -0.6997 -1.9940  -0.114
N: -2.2392 0.5381 -0.1278  0.026
C: -3.3946 -1.5002 0.7686  -0.233
H: -3.1331 -3.4815 1.6057  0.067

Calculated values
energy above the lowest of the compared OMol25 structures with the same formula, charge and spin: 40.3 kcal per mole
HOMO: -8.8 eV
LUMO: -0.3 eV
strongest force on any atom: 2.47 eV/Å
SMILES: CCCNC1=CC(=O)C(CCC)=CC1=O

---

A cluster of 2 separate species, C6H6F3N3O in total, computed with ωB97M-V with the def2-TZVPD basis set.

Last column: Löwdin charge in e.
Element x y z (Å)
F: 0.0259 -2.2605 -0.7449  0.043
O: 0.7214 1.5816 -3.1435  0.159
F: -0.0552 -2.8327 1.4402  0.186
H: 1.6148 -0.3564 -1.1305  0.055
C: -0.2798 -0.5878 1.0366  -0.124
N: -1.1246 1.0075 -1.8322  0.222
C: 0.1110 1.6003 1.0248  -0.080
H: 2.4065 1.0664 -0.3397  0.126
H: -1.8586 0.3307 -1.6971  0.100
H: 0.5640 2.5190 0.8708  0.094
H: -2.1449 -0.2139 2.1694  0.188
N: -1.3100 0.1139 1.5996  -0.020
F: -1.8118 -2.2587 0.3128  0.126
C: -0.2227 1.2295 -2.5806  -0.429
H: 2.4819 -0.7747 0.2855  0.095
C: 0.6288 0.3696 0.6652  -0.250
N: -1.0844 1.4033 1.6474  0.060
C: 1.8570 0.0405 -0.1513  -0.035
C: -0.5192 -1.9777 0.5675  -0.514

Calculated values
energy above the lowest of the compared OMol25 structures with the same formula, charge and spin: 0.0 kcal per mole
HOMO (spin up / spin down): -5.5 / -9.7 eV
spin multiplicity: 3
LUMO (spin up / spin down): 0.7 / -2.8 eV
strongest force on any atom: 6.12 eV/Å